Entry 1:
A structure of composition C28H24Br2N3OS2V. Source: the OMol25 dataset; level of theory: ωB97M-V/def2-TZVPD.

Cartesian coordinates (Å):
V (-1.97191, -0.30218, -1.53874)
C (-1.19664, -2.09867, -4.36202)
C (-2.58207, -1.53862, -4.32107)
C (-3.52449, -1.81601, -5.32003)
C (-4.80591, -1.33602, -5.21974)
C (-5.18814, -0.54504, -4.11864)
C (-6.47617, 0.01548, -3.89451)
Br (-7.85904, -0.28814, -5.12608)
C (-6.71802, 0.77806, -2.78628)
C (-5.69842, 1.04022, -1.84434)
Br (-6.06366, 2.10100, -0.35217)
C (-4.44372, 0.52602, -2.03323)
O (-3.38092, 0.75699, -1.20899)
C (-4.19655, -0.27810, -3.16530)
N (-2.91612, -0.78491, -3.27486)
H (-0.86626, -2.25358, -5.38681)
H (-1.17595, -3.06796, -3.85787)
H (-0.48648, -1.43278, -3.86760)
H (-3.22671, -2.42044, -6.16484)
H (-5.53391, -1.55837, -5.98899)
H (-7.69941, 1.19894, -2.61951)
S (-0.99669, -1.95751, -0.13458)
C (0.38499, -1.08826, 0.38210)
N (0.92899, -1.30017, 1.54342)
C (2.23588, -0.69528, 1.86869)
C (3.06788, -0.63845, 0.61958)
N (2.32449, 0.09468, -0.41723)
C (3.13016, 1.04529, -1.22616)
C (3.61202, 2.17851, -0.35728)
C (2.69463, 3.06039, 0.21079)
C (3.13684, 4.09233, 1.02169)
C (4.49664, 4.25167, 1.26382)
C (5.41179, 3.38000, 0.69503)
C (4.96988, 2.34002, -0.11284)
C (1.04153, -0.07323, -0.53548)
S (0.10654, 0.81951, -1.65487)
C (0.30815, -2.16990, 2.58746)
C (0.58235, -1.64134, 3.96576)
C (1.40599, -2.34469, 4.83617)
C (1.65600, -1.84927, 6.10889)
C (1.08866, -0.64857, 6.50750)
C (0.26087, 0.05585, 5.64082)
C (0.00380, -0.44188, 4.37424)
H (2.70833, -1.31751, 2.62501)
H (2.07812, 0.29507, 2.29997)
H (3.31778, -1.63220, 0.24072)
H (3.98700, -0.08925, 0.81196)
H (2.52216, 1.38523, -2.05927)
H (3.96983, 0.47106, -1.62006)
H (1.63453, 2.95674, 0.00336)
H (2.42524, 4.78315, 1.45332)
H (4.84134, 5.06343, 1.88980)
H (6.47038, 3.50970, 0.87397)
H (5.68836, 1.66617, -0.56609)
H (0.71846, -3.17291, 2.45291)
H (-0.75790, -2.20846, 2.37344)
H (1.84199, -3.28857, 4.52846)
H (2.28861, -2.40388, 6.78831)
H (1.28154, -0.26403, 7.49977)
H (-0.19417, 0.98343, 5.96054)
H (-0.66248, 0.09723, 3.70799)

2S+1 = 3
charge = +2
relative energy (zero: lowest compared OMol25 entry of this formula, charge and spin) = 0.0000 eV
frontier orbital gap (alpha / beta) = 6.01 / 6.12 eV

Entry 2:
A structure of composition C28H24CdN3PSe2. Source: the OMol25 dataset; level of theory: ωB97M-V/def2-TZVPD.

Cartesian coordinates (Å):
Cd (0.37550, -0.33746, 0.24352)
N (-1.20552, 1.03486, -0.90898)
C (-2.35600, 0.34782, -1.49935)
C (-3.26831, 1.08936, -2.23683)
C (-4.36749, 0.48127, -2.82030)
C (-4.55773, -0.88456, -2.67017)
C (-3.64992, -1.63080, -1.93959)
C (-2.54094, -1.02981, -1.34121)
P (-1.36256, -2.03660, -0.38670)
C (-2.00438, -2.01318, 1.32366)
C (-1.26969, -2.73474, 2.27119)
C (-1.66515, -2.74535, 3.59817)
C (-2.78668, -2.02261, 3.98980)
C (-3.51930, -1.31101, 3.05234)
C (-3.13716, -1.30872, 1.71647)
C (-1.58147, -3.73385, -0.97256)
C (-2.37736, -4.64119, -0.27759)
C (-2.56118, -5.91711, -0.78839)
C (-1.95453, -6.28656, -1.98084)
C (-1.15676, -5.38244, -2.66955)
C (-0.96326, -4.10774, -2.16586)
H (-0.72942, 1.53743, -1.65416)
H (-1.54883, 1.76295, -0.28956)
H (-3.11235, 2.15600, -2.35638)
H (-5.07240, 1.07101, -3.39006)
H (-5.41056, -1.37025, -3.12452)
H (-3.79198, -2.69829, -1.82895)
H (-0.41317, -3.32138, 1.95265)
H (-1.10712, -3.32599, 4.32211)
H (-3.10531, -2.03868, 5.02414)
H (-4.40367, -0.76529, 3.35529)
H (-3.72990, -0.77720, 0.98116)
H (-2.85476, -4.35547, 0.65092)
H (-3.18124, -6.62269, -0.25204)
H (-2.10290, -7.28379, -2.37256)
H (-0.68340, -5.67625, -3.59674)
H (-0.33841, -3.40030, -2.69967)
Se (3.72195, 0.30591, 1.24145)
Se (2.23272, -1.11155, 2.31463)
C (0.98725, 0.13440, 3.13511)
C (1.01226, 0.34319, 4.49922)
C (0.02913, 1.15501, 5.05161)
C (-0.91756, 1.72601, 4.21660)
C (-0.85177, 1.47130, 2.85782)
N (0.08229, 0.68449, 2.32012)
C (3.41762, -0.17351, -0.61673)
C (4.53358, -0.38817, -1.40960)
C (4.34846, -0.64844, -2.75801)
C (3.05797, -0.70094, -3.26642)
C (2.00153, -0.49540, -2.40330)
N (2.17674, -0.22460, -1.10125)
H (1.77832, -0.11038, 5.11226)
H (0.00980, 1.33631, 6.11785)
H (-1.69551, 2.36445, 4.61045)
H (-1.56297, 1.91906, 2.17563)
H (5.52178, -0.35672, -0.97215)
H (5.20135, -0.82581, -3.39924)
H (2.87678, -0.90144, -4.31261)
H (0.97604, -0.54087, -2.75106)

charge = +2
frontier orbital gap = 7.84 eV

Entry 3:
A structure of composition C28H24Cl6NiO2P. Source: the OMol25 dataset; level of theory: ωB97M-V/def2-TZVPD.

Cartesian coordinates (Å):
Ni (-0.29547, 0.97805, -0.08797)
C (-2.98793, 3.98246, -0.14716)
O (-2.81800, 2.57875, -0.01629)
C (-3.58950, 1.85997, -0.94547)
C (-3.27871, 0.40244, -0.73414)
O (-1.90534, 0.09788, -1.03652)
C (-1.68558, -0.12367, -2.43845)
H (-4.04767, 4.24727, -0.10305)
H (-2.56234, 4.33962, -1.09079)
H (-2.47395, 4.45235, 0.68663)
H (-3.37009, 2.18174, -1.97112)
H (-4.66223, 2.01835, -0.77358)
H (-3.91012, -0.24515, -1.34543)
H (-3.42562, 0.14416, 0.31424)
H (-2.27747, -0.98299, -2.75671)
H (-0.62691, -0.32340, -2.57141)
H (-1.94595, 0.76285, -3.01530)
Cl (2.83806, 1.16632, 0.47721)
C (3.41094, -0.44659, 0.15570)
C (4.77330, -0.63456, 0.01214)
C (5.25305, -1.91408, -0.22683)
C (4.37645, -2.98477, -0.31199)
C (3.01451, -2.77851, -0.16305)
C (2.50638, -1.50016, 0.07107)
P (0.72530, -1.22360, 0.24963)
C (0.41272, -1.09194, 2.03774)
C (1.42813, -1.07144, 2.98686)
C (1.12477, -0.83138, 4.32020)
C (-0.18805, -0.61296, 4.71085)
C (-1.20836, -0.63395, 3.76839)
C (-0.90726, -0.86679, 2.43684)
C (-0.05246, -2.74869, -0.31940)
C (-0.12026, -2.96784, -1.69605)
C (-0.68395, -4.13205, -2.19029)
C (-1.19476, -5.07906, -1.31137)
C (-1.13059, -4.86520, 0.05725)
C (-0.55622, -3.70470, 0.55673)
H (5.44173, 0.21089, 0.08824)
H (6.31676, -2.06947, -0.34350)
H (4.75067, -3.98212, -0.49556)
H (2.33619, -3.61850, -0.23270)
H (2.45657, -1.23540, 2.69151)
H (1.91797, -0.81427, 5.05510)
H (-0.41797, -0.42849, 5.75146)
H (-2.23398, -0.47047, 4.07104)
H (-1.70990, -0.89717, 1.70513)
H (0.28820, -2.23836, -2.38572)
H (-0.72463, -4.30208, -3.25766)
H (-1.64035, -5.98668, -1.69573)
H (-1.52397, -5.60513, 0.74087)
H (-0.50611, -3.54808, 1.62695)
Cl (-0.14282, 2.75046, 1.75817)
C (0.25014, 3.54844, 0.21559)
C (0.24901, 2.69066, -0.86300)
C (0.63164, 3.23600, -2.07569)
Cl (0.76820, 2.19919, -3.46403)
C (0.94544, 4.59023, -2.20234)
Cl (1.40430, 5.24010, -3.72111)
C (0.88979, 5.42347, -1.07897)
Cl (1.26058, 7.08959, -1.22076)
C (0.54653, 4.89724, 0.16784)
Cl (0.48718, 5.87120, 1.57575)

2S+1 = 3
charge = +1
frontier orbital gap (alpha / beta) = 9.19 / 7.69 eV

Entry 4:
A structure of composition C28H24F5HfN4OS2Se. Source: the OMol25 dataset; level of theory: ωB97M-V/def2-TZVPD.

Cartesian coordinates (Å):
Hf (-0.45178, -0.18878, 0.47936)
C (-5.90790, 1.15853, 1.88351)
S (-4.55726, 2.11140, 2.56373)
C (-3.09582, 1.28598, 2.01014)
S (-3.04201, -0.18017, 1.06577)
N (-2.04204, 1.92329, 2.44813)
N (-0.85654, 1.32366, 2.24229)
C (0.07117, 1.83624, 2.91944)
C (1.41186, 1.29154, 2.81585)
C (2.52164, 1.74754, 3.49937)
C (3.76019, 1.19479, 3.20748)
C (3.86601, 0.09941, 2.37267)
C (2.70752, -0.34121, 1.78618)
N (1.52596, 0.22873, 1.95252)
H (-6.77033, 1.41694, 2.48420)
H (-5.70592, 0.08964, 1.96666)
H (-6.10621, 1.44191, 0.86073)
H (-0.12691, 2.70485, 3.56085)
H (2.45362, 2.59878, 4.16531)
H (4.64946, 1.64449, 3.64755)
H (4.82232, -0.32116, 2.07902)
H (2.75195, -1.19146, 1.12778)
O (-0.43547, -1.76183, 2.20554)
C (-1.36547, -2.89319, 2.33357)
C (-0.86463, -4.14729, 1.66647)
C (-0.25820, -3.90153, 0.28685)
C (-1.23633, -3.26259, -0.69420)
C (-1.76769, -4.07964, -1.71216)
C (-2.46297, -3.55638, -2.76126)
C (-2.73501, -2.19964, -2.71525)
C (-2.21457, -1.44266, -1.68284)
N (-1.45103, -1.93930, -0.69490)
H (0.38662, -1.92176, 2.66938)
H (-2.28065, -2.55147, 1.83528)
H (-1.60707, -2.99724, 3.39009)
H (-1.74967, -4.77178, 1.60645)
H (-0.10864, -4.70469, 2.29135)
H (0.03146, -4.84116, -0.15230)
H (0.64011, -3.27996, 0.38987)
H (-1.48801, -5.11702, -1.67191)
H (-2.78888, -4.16952, -3.57379)
H (-3.26030, -1.71439, -3.52589)
H (-2.35300, -0.36472, -1.69542)
C (-0.22990, 4.21674, -2.10099)
C (0.78579, 3.64060, -1.35926)
C (0.60323, 2.42578, -0.71012)
C (-0.63129, 1.74171, -0.67733)
C (-1.65290, 2.34128, -1.47533)
C (-1.44544, 3.54016, -2.14168)
H (-0.07445, 5.09040, -2.69494)
H (1.79520, 4.04618, -1.34285)
H (1.45833, 1.98938, -0.17815)
H (-2.62769, 1.90755, -1.49118)
H (-2.26305, 3.93236, -2.73333)
F (5.33589, 2.40881, -3.83296)
C (4.46073, 1.60830, -3.25382)
C (4.81875, 0.75989, -2.19634)
F (6.08132, 0.66359, -1.79102)
C (3.83042, -0.02171, -1.65333)
F (4.18203, -0.97990, -0.77060)
C (2.51091, -0.01470, -2.04310)
Se (1.25474, -1.22133, -1.30898)
C (2.23206, 0.82911, -3.11282)
F (1.01482, 0.79529, -3.60968)
C (3.16703, 1.63330, -3.70768)
F (2.88387, 2.41004, -4.74797)

charge = +1
relative energy (zero: lowest compared OMol25 entry of this formula, charge and spin) = 0.0000 eV
frontier orbital gap = 7.00 eV

no.,E (eV)
1,-223374.7832
2,-178429.6097
3,-158980.4891
4,-139339.9509